(1)
{"formula": "C9H9N3O", "method": "ωB97M-V/def2-TZVPD", "elements": ["C", "C", "C", "C", "C", "C", "C", "C", "C", "N", "N", "N", "O", "H", "H", "H", "H", "H", "H", "H", "H", "H"], "coordinates": [[-2.463906, -0.722994, -1.508769], [-2.389712, 0.648059, -1.068365], [-1.453542, -1.769533, -1.253011], [-1.224578, 0.964682, -0.316023], [-0.562837, -0.156867, 0.214853], [-0.351675, -1.327912, -0.493252], [1.169192, 0.633317, 1.959514], [-0.001271, 1.816509, 0.146240], [0.751508, 0.501579, 0.546136], [1.073326, -1.551207, -0.335139], [1.722437, -0.227315, -0.353823], [2.204745, -0.100372, 2.316758], [0.525702, 1.377906, 2.703647], [-3.355980, -1.179454, -2.023702], [-2.779895, 1.517468, -1.527695], [-1.613320, -2.740106, -1.619050], [0.448613, 2.489619, -0.679634], [-0.170844, 2.335774, 0.997441], [1.459737, -2.160045, -1.068142], [1.556110, 0.184275, -1.369057], [2.849728, -0.382544, 1.476830], [2.606462, -0.150839, 3.254242]], "atomic_forces_ev_per_a": [[-0.06, -1.62, 0.79], [2.85, -0.47, -0.39], [-0.76, 3.47, 0.56], [-0.50, -2.76, 1.44], [0.82, 0.33, -1.45], [-0.04, 0.53, 1.02], [-1.11, 1.12, 1.50], [0.50, 0.02, -4.78], [-0.17, 0.88, -1.28], [-0.49, -1.32, -1.28], [-1.44, 0.85, -1.70], [3.54, -1.76, -1.67], [0.51, -0.81, -0.03], [0.89, 1.17, 0.34], [-1.50, 0.13, -0.78], [0.03, -0.98, -0.72], [-0.55, -1.16, 1.28], [-0.59, 1.90, 2.41], [-0.03, 0.50, 0.55], [0.41, -0.86, 2.44], [-1.79, 0.41, 2.32], [-0.53, 0.45, -0.57]], "homo_lumo_gap_ha": 0.3403, "multiplicity": 1, "smiles": "NC(=O)[C@]12Cc3cccc(c31)NN2"}

(2)
{"formula": "C9H9N3O2", "method": "ωB97M-V/def2-TZVPD", "elements": ["C", "C", "C", "C", "C", "C", "C", "C", "C", "H", "H", "H", "H", "H", "H", "H", "H", "H", "N", "N", "N", "O", "O"], "coordinates": [[-0.989235, -1.383452, -0.535838], [-2.335846, -1.297167, -0.662881], [-3.073203, -1.341182, 0.577659], [-2.370564, -1.775486, 1.745521], [-0.991533, -2.001730, 1.695373], [0.314220, 1.518877, 0.488460], [1.641271, 1.850973, 0.999833], [2.749056, 1.601350, 0.277366], [1.480337, 0.632715, -1.592208], [-0.548050, -0.999982, -1.385362], [-2.738368, -0.776904, -1.517102], [-4.026934, -1.034462, 0.792997], [-2.999228, -1.874523, 2.627534], [-0.473819, -2.425104, 2.552394], [-0.512449, 0.601499, -1.172102], [1.614906, 2.363959, 1.986322], [3.798561, 1.906096, 0.501555], [3.515207, 0.557236, -1.412895], [-0.355465, -1.684946, 0.647926], [0.360939, 0.954722, -0.854481], [2.649051, 1.076509, -0.979468], [-0.814937, 1.616244, 0.993725], [1.470123, -0.062644, -2.572586]], "atomic_forces_ev_per_a": [[-0.99, -0.94, 2.88], [-2.07, 1.25, 2.78], [4.34, -1.67, 0.62], [-1.97, 0.42, -1.55], [-2.44, -0.40, 1.56], [-1.89, -0.98, -1.39], [-0.54, 0.84, 1.49], [0.24, 0.70, -0.22], [-0.48, -0.20, 1.83], [2.21, -0.57, -1.34], [-0.32, -0.54, -0.41], [-2.43, 0.59, -0.42], [0.53, -0.05, 0.15], [0.21, 0.32, -0.01], [-0.41, 0.34, -0.23], [0.44, -0.54, -0.92], [-1.18, -0.39, 0.38], [-2.28, 1.70, 1.16], [2.57, 0.34, -4.34], [1.00, 1.65, 1.26], [2.76, -2.07, -2.00], [2.68, 0.15, -0.50], [0.04, 0.05, -0.75]], "homo_lumo_gap_ha": 0.3595, "multiplicity": 1, "smiles": "O=c1cc[nH]c(=O)[nH]1.c1ccncc1"}

(3)
{"formula": "C9H9N3O2", "method": "ωB97M-V/def2-TZVPD", "elements": ["C", "C", "C", "C", "C", "C", "C", "C", "C", "H", "H", "H", "H", "H", "H", "H", "H", "H", "N", "N", "N", "O", "O"], "coordinates": [[3.768240, -0.332296, -0.346402], [4.164720, 0.791207, 0.413866], [5.443047, 0.965740, 0.787486], [6.371144, 0.083203, 0.197827], [5.910853, -0.865503, -0.569141], [-2.570555, 0.873110, 0.013502], [-2.261643, -0.364128, 0.725516], [-3.173991, -1.369205, 0.790791], [-4.855684, -0.111861, -0.244383], [2.520907, -0.409310, -0.428332], [3.483598, 1.696429, 0.750586], [5.694076, 1.968315, 1.285266], [7.519067, 0.133703, 0.147416], [6.665107, -1.419117, -1.172467], [-4.374566, 1.756472, -0.718137], [-1.238112, -0.426017, 1.113146], [-2.906263, -2.269825, 1.304330], [-5.037566, -2.011457, 0.342223], [4.547654, -1.310086, -0.852955], [-3.962478, 0.947330, -0.335317], [-4.397871, -1.168218, 0.412731], [-1.770883, 1.766396, -0.368224], [-6.030888, -0.056892, -0.607978]], "atomic_forces_ev_per_a": [[-3.89, -1.38, -0.19], [-1.98, 2.11, 0.85], [1.69, 2.15, 0.09], [2.70, 2.21, 1.45], [-2.04, -5.21, -3.95], [0.71, 1.94, -1.65], [0.82, 0.13, -0.17], [4.25, 1.53, 1.65], [-2.17, 2.76, -0.61], [3.57, -0.16, -0.20], [0.75, -2.54, -0.97], [0.01, -1.96, -0.45], [-1.98, 0.51, 0.72], [-0.77, 0.03, 0.64], [-0.04, 1.12, -0.64], [-0.60, -0.29, -0.24], [-0.18, -0.51, -0.04], [0.91, 1.71, 0.25], [1.93, 4.25, 2.01], [0.86, -1.66, 0.68], [-3.58, -4.41, -0.63], [-2.30, -2.44, 1.48], [1.32, 0.13, -0.07]], "homo_lumo_gap_ha": 0.3640, "multiplicity": 1, "smiles": "O=c1cc[nH]c(=O)[nH]1.c1ccncc1"}

(4)
{"formula": "C9H9NO", "method": "ωB97M-V/def2-TZVPD", "elements": ["C", "C", "C", "C", "C", "C", "C", "C", "C", "N", "O", "H", "H", "H", "H", "H", "H", "H", "H", "H"], "coordinates": [[0.358731, 1.925081, 1.231044], [0.356974, 0.893203, 2.295050], [-0.129865, 1.828756, -0.029826], [0.035569, -1.412440, -1.584239], [-0.329354, -2.319228, -0.456978], [0.902799, -1.439703, 1.379971], [0.678090, -0.349363, 2.029760], [-0.992468, 0.558275, -0.466612], [-0.394122, -0.159997, -1.683761], [0.006810, -2.325711, 0.747201], [-0.053767, 0.548067, -2.755969], [0.887420, 2.742535, 1.657612], [0.273241, 1.274414, 3.329680], [-0.022880, 2.574326, -0.862484], [0.654581, -1.879560, -2.338402], [-1.161234, -2.969842, -0.938408], [1.865490, -1.850128, 1.452487], [-0.960101, -0.192371, 0.365923], [-1.908835, 1.077054, -0.719672], [-0.067079, 1.476632, -2.652374]], "atomic_forces_ev_per_a": [[-0.13, -0.43, -0.95], [0.15, -0.11, 0.33], [-0.06, -1.49, 0.25], [0.50, -0.17, 0.66], [-1.63, 0.29, -2.25], [-0.21, -1.09, -0.90], [-1.21, 1.07, 0.06], [1.94, 0.89, 0.12], [0.69, 0.26, 2.33], [-0.82, -0.55, 1.05], [0.16, -0.84, -1.85], [0.25, 1.35, -0.59], [-0.32, -0.40, -0.59], [0.03, -0.30, 1.41], [-0.20, 0.11, -0.39], [1.38, -0.09, 1.80], [1.54, -0.43, -0.21], [-0.97, 1.22, -0.87], [-0.84, -0.69, 0.11], [-0.25, 1.38, 0.48]], "homo_lumo_gap_ha": 0.3335, "multiplicity": 1, "smiles": "O/C1=C/C=N\\C=C=C/C=C\\C1"}

(5)
{"formula": "C9H9NO2", "method": "ωB97M-V/def2-TZVPD", "elements": ["C", "C", "C", "C", "C", "C", "C", "C", "C", "N", "O", "O", "H", "H", "H", "H", "H", "H", "H", "H", "H"], "coordinates": [[-0.137418, -3.004312, 0.043999], [-2.555599, -0.165109, 0.097076], [-1.701254, -0.040748, 1.196584], [-1.956109, -0.243434, -1.150567], [-0.362301, 0.219910, 1.085037], [-0.582678, 0.026249, -1.312371], [0.254891, 0.278251, -0.188947], [3.783025, 1.004794, 0.656055], [1.614866, 0.688802, -0.299692], [-0.378480, -3.025253, 1.142929], [2.216182, 0.644832, -1.557629], [2.497401, 0.861979, 0.678836], [-3.681549, -0.317733, 0.295809], [-2.256412, 0.042623, 2.181340], [-2.375716, -0.546069, -2.032492], [0.279394, 0.217669, 1.910385], [-0.170116, 0.135541, -2.303823], [4.227574, 1.225898, 1.551727], [4.345076, 1.313699, -0.257760], [0.086649, -2.677709, -1.029624], [2.961852, 0.093414, -1.451200]], "atomic_forces_ev_per_a": [[1.05, 1.43, -4.93], [-1.17, -0.93, 0.24], [-2.00, 1.20, 1.46], [2.29, 0.73, 1.45], [-0.02, -0.70, -1.40], [0.23, 0.35, 0.93], [-1.02, 0.48, 0.62], [1.75, 0.23, -3.22], [1.99, -0.22, -1.91], [-0.58, -0.56, 2.82], [-2.19, 1.16, 0.80], [-3.44, -0.43, 0.57], [2.04, 0.22, -0.62], [1.23, -0.43, -0.99], [-1.88, -0.39, -1.92], [0.60, 0.38, 1.38], [0.05, -0.27, -0.11], [0.65, 0.32, 2.18], [-0.93, -0.41, 0.59], [-0.48, -1.02, 2.16], [1.84, -1.16, -0.08]], "homo_lumo_gap_ha": [0.2789, 0.2629], "multiplicity": 1}

(6)
{"formula": "C9H9NO3", "method": "ωB97M-V/def2-TZVPD", "elements": ["C", "C", "C", "C", "C", "C", "C", "C", "C", "N", "O", "O", "O", "H", "H", "H", "H", "H", "H", "H", "H", "H"], "coordinates": [[-1.788920, -2.192575, 0.037108], [-0.850176, -1.436530, 0.734331], [-2.184607, -1.751682, -1.205073], [-0.260306, -0.317507, 0.199551], [-1.501187, -0.704474, -1.831784], [-0.666729, 0.160975, -1.084165], [2.173559, 2.453919, -0.457438], [1.146751, 1.897526, -0.758981], [-2.945001, 1.119213, 0.960279], [4.066824, 0.563891, 0.893406], [-2.250947, 1.955738, 1.321370], [-3.610915, 0.235904, 0.702712], [-0.286912, 1.279101, -1.641137], [-2.050781, -2.999549, 0.602883], [-0.349346, -1.609543, 1.717500], [-2.822603, -2.448011, -1.640575], [0.524287, 0.241455, 0.739076], [-1.749616, -0.450211, -2.824580], [2.953033, 2.922387, 0.052802], [5.052299, 0.479039, 0.950858], [3.666536, -0.360615, 0.777964], [3.734758, 0.961550, 1.753901]], "atomic_forces_ev_per_a": [[1.75, 2.65, 0.87], [2.43, 1.40, 0.94], [1.85, -0.05, -0.11], [0.43, 0.76, 0.30], [-2.06, -0.76, 1.07], [0.69, 0.80, -0.95], [-0.41, 0.26, 0.03], [1.59, 0.69, 1.36], [0.91, 0.74, 1.00], [-0.62, -0.14, -0.29], [0.83, 1.38, 0.13], [-1.88, -1.95, -1.02], [-2.29, -2.49, -0.71], [-1.63, -2.46, 0.52], [-1.24, -0.86, -0.68], [-1.27, -0.43, -1.61], [-0.72, -0.29, -0.33], [-0.13, 0.35, -0.99], [0.90, 0.40, 0.04], [0.99, -0.19, 0.11], [0.03, 0.15, 0.04], [-0.17, 0.04, 0.28]], "homo_lumo_gap_ha": [0.2679, 0.2064], "s_squared": 2.05, "multiplicity": 3}

For each record above, in turn, the calculated relative energy (zero: lowest compared OMol25 entry of this formula, charge and spin) values are 99.0; 54.3; 69.0; 126.9; 128.2; 50.6 kcal/mol.
For each record above, in turn, the calculated electronic energy values are -587.70463; -663.08279; -663.05931; -478.17055; -553.41162; -628.55880 Eh.